Record 1
# H39O20

A 20-piece molecular cluster, H39O20 overall in a non-equilibrium geometry (ωB97M-V/def2-TZVPD, the Open Molecules 2025 dataset).

Last column: Löwdin charge in e.
Atoms and positions in Å:
O (-2.909, 2.701, -1.708)  -0.057
H (1.545, -3.235, -0.359)  0.003
O (1.718, -0.381, -5.205)  -0.104
H (1.747, 0.586, -5.118)  0.023
H (1.434, -0.303, -4.265)  -0.009
O (-0.886, -2.679, -1.211)  -0.120
H (3.150, -2.187, -0.310)  -0.018
H (-0.055, -2.051, -1.411)  0.073
O (-2.784, -4.664, -0.362)  -0.054
H (-2.158, -3.934, -0.472)  -0.030
H (2.750, 3.043, 3.901)  0.018
O (3.699, 3.165, 3.807)  -0.055
H (1.913, -2.288, -2.639)  0.086
H (-0.906, -2.813, -2.162)  0.059
O (-1.628, 3.525, 3.550)  -0.038
H (-3.256, 2.281, -2.487)  0.014
H (-2.259, 2.205, -1.221)  -0.031
O (1.775, 1.789, 1.108)  -0.153
H (-0.467, 2.212, 0.654)  0.046
H (2.528, 1.344, 1.503)  0.018
O (-4.377, 0.441, 1.126)  -0.062
H (1.502, 1.118, 0.326)  -0.036
H (-0.483, -1.914, 2.055)  0.002
O (-2.726, -1.954, 1.175)  -0.070
H (-2.248, -2.324, 0.409)  0.004
H (-3.640, -1.810, 0.810)  0.061
O (1.296, -3.996, 0.247)  -0.089
H (0.348, -3.931, 0.261)  -0.006
H (0.977, 0.754, -1.965)  -0.011
O (1.545, -2.184, -1.759)  -0.122
H (-2.349, -5.432, -0.719)  0.030
H (1.694, -1.133, -1.734)  0.106
O (0.528, -0.137, 3.608)  -0.046
H (3.635, 3.953, 3.254)  0.040
H (-0.725, 3.242, 3.614)  0.013
O (1.011, 1.104, -2.929)  -0.122
H (0.523, 1.925, -2.697)  0.049
H (-3.830, 0.410, 1.948)  0.073
O (3.551, -2.502, 0.501)  -0.082
H (-4.735, -0.444, 1.006)  0.019
H (3.245, -3.456, 0.473)  0.049
O (4.277, 2.319, -0.171)  -0.067
H (3.962, 2.154, -1.069)  0.033
H (3.516, 2.012, 0.349)  -0.022
O (-5.197, 0.360, -1.658)  -0.062
H (-4.308, 0.081, -1.923)  0.033
H (0.420, -0.609, 2.790)  -0.014
O (-0.586, -2.637, 2.684)  -0.040
H (-5.018, 0.772, -0.816)  -0.012
H (-1.426, -3.019, 2.435)  0.017
O (1.293, 0.109, -0.597)  -0.308
H (-2.096, 2.780, 3.173)  0.024
H (1.109, 0.624, 3.452)  0.023
O (1.468, 4.655, -0.981)  -0.077
H (0.810, 3.923, -0.941)  0.023
H (2.221, 4.075, -0.773)  0.014
O (-0.662, 1.889, -0.247)  -0.103
H (-0.203, 0.955, -0.220)  0.055
H (0.727, -0.484, -0.086)  0.016

## Properties
- energy above the lowest of the compared OMol25 structures with the same formula, charge and spin (kcal/mol) = 101.4
- multiplicity = 1
- total charge = -1
- DFT total energy (eV) = -41584.405


Record 2
# C30H92InO17

C30H92InO17 as an isolated structure in a non-equilibrium geometry (ωB97M-V/def2-TZVPD, the Open Molecules 2025 dataset).

Last column: Löwdin charge in e.
Atoms and positions in Å:
In (0.824, 0.154, -3.280)  1.498
O (-1.816, 1.126, -4.360)  -0.221
H (-1.994, 1.614, -5.188)  0.029
O (0.287, 0.256, -0.453)  -0.240
H (-0.355, -0.473, -0.352)  -0.009
C (0.623, 0.414, 5.494)  -0.081
C (1.320, 1.758, 5.007)  -0.283
O (2.462, 1.381, 4.298)  -0.081
H (1.174, -0.183, 6.221)  0.067
H (0.399, -0.281, 4.685)  0.039
H (-0.268, 0.738, 6.031)  0.064
H (1.593, 2.350, 5.880)  0.107
H (0.602, 2.311, 4.401)  0.100
H (2.294, 1.516, 3.363)  0.031
C (-4.608, 1.068, -0.479)  -0.044
C (-3.616, 1.448, -1.581)  -0.318
O (-3.813, 0.614, -2.678)  -0.075
H (-5.593, 1.388, -0.818)  0.081
H (-4.426, 1.585, 0.463)  0.067
H (-4.640, 0.009, -0.224)  0.062
H (-2.653, 1.206, -1.129)  0.094
H (-3.582, 2.509, -1.829)  0.114
H (-3.116, 0.853, -3.294)  0.001
C (0.062, -2.276, -7.413)  -0.048
C (0.350, -2.823, -5.983)  -0.326
O (-0.231, -1.967, -5.091)  -0.141
H (-1.023, -2.196, -7.478)  0.077
H (0.352, -3.006, -8.168)  0.081
H (0.558, -1.324, -7.602)  0.079
H (1.425, -2.888, -5.814)  0.112
H (-0.119, -3.790, -5.797)  0.125
H (-1.156, -1.942, -5.348)  0.098
C (3.186, 3.573, 1.528)  -0.059
C (1.909, 2.957, 0.898)  -0.255
O (1.907, 1.577, 1.288)  -0.094
H (3.066, 4.654, 1.595)  0.078
H (4.132, 3.319, 1.048)  0.058
H (3.430, 3.239, 2.536)  0.068
H (1.920, 3.173, -0.170)  0.091
H (0.991, 3.381, 1.306)  0.106
H (1.316, 1.121, 0.685)  0.003
C (-1.008, -2.582, 6.494)  -0.066
C (-1.933, -2.963, 5.340)  -0.325
O (-1.605, -2.171, 4.243)  -0.113
H (0.007, -2.602, 6.099)  0.072
H (-1.109, -3.215, 7.376)  0.078
H (-1.200, -1.535, 6.727)  0.065
H (-2.995, -2.812, 5.534)  0.106
H (-1.773, -3.986, 5.001)  0.109
H (-2.233, -2.353, 3.540)  0.019
C (-2.487, 1.327, 3.464)  -0.064
C (-1.617, 0.599, 2.452)  -0.287
O (-1.383, 1.490, 1.372)  -0.090
H (-1.988, 2.200, 3.884)  0.072
H (-2.753, 0.729, 4.336)  0.078
H (-3.421, 1.651, 3.005)  0.069
H (-2.191, -0.240, 2.059)  0.090
H (-0.743, 0.126, 2.900)  0.092
H (-0.845, 1.016, 0.734)  0.012
C (0.524, -3.945, 1.276)  -0.025
C (0.461, -2.384, 1.632)  -0.239
O (1.434, -1.783, 0.770)  -0.117
H (1.533, -4.330, 1.424)  0.066
H (0.123, -4.038, 0.267)  0.044
H (-0.139, -4.531, 1.913)  0.068
H (0.670, -2.097, 2.663)  0.104
H (-0.552, -1.986, 1.572)  0.073
H (1.017, -0.988, 0.429)  -0.011
C (1.756, -4.688, -2.510)  -0.061
C (2.402, -3.340, -2.534)  -0.313
O (1.601, -2.440, -1.825)  -0.137
H (0.784, -4.609, -2.998)  0.075
H (1.611, -5.058, -1.495)  0.077
H (2.322, -5.415, -3.094)  0.088
H (2.518, -2.991, -3.560)  0.104
H (3.362, -3.372, -2.019)  0.106
H (1.592, -2.781, -0.928)  0.045
C (2.721, 4.719, -4.386)  -0.064
C (2.915, 3.789, -3.212)  -0.305
O (2.720, 2.479, -3.666)  -0.143
H (2.651, 5.729, -3.982)  0.086
H (1.845, 4.502, -4.997)  0.084
H (3.603, 4.694, -5.026)  0.079
H (2.134, 4.015, -2.486)  0.100
H (3.887, 3.844, -2.723)  0.126
H (3.516, 2.192, -4.119)  0.095
C (-1.528, 5.024, -2.534)  -0.050
C (-0.889, 3.891, -1.743)  -0.282
O (-0.556, 2.850, -2.673)  -0.151
H (-0.790, 5.361, -3.262)  0.078
H (-1.734, 5.867, -1.873)  0.076
H (-2.455, 4.651, -2.968)  0.080
H (-1.547, 3.509, -0.962)  0.089
H (-0.003, 4.261, -1.227)  0.105
H (-1.361, 2.534, -3.090)  0.011
C (5.397, -0.138, -0.873)  -0.066
C (4.260, 0.835, -1.078)  -0.244
O (3.032, 0.052, -1.220)  -0.145
H (5.348, -0.885, -1.665)  0.080
H (5.422, -0.653, 0.087)  0.068
H (6.316, 0.446, -0.836)  0.088
H (4.427, 1.392, -2.000)  0.095
H (4.156, 1.568, -0.278)  0.097
H (2.824, -0.253, -0.334)  0.050
C (-2.767, 6.253, 1.390)  -0.084
C (-2.912, 4.768, 1.589)  -0.323
O (-1.733, 4.267, 2.208)  -0.093
H (-3.675, 6.680, 0.964)  0.076
H (-1.929, 6.444, 0.718)  0.065
H (-2.603, 6.795, 2.321)  0.079
H (-2.996, 4.304, 0.607)  0.090
H (-3.766, 4.490, 2.206)  0.112
H (-1.665, 3.339, 1.971)  0.013
C (-3.272, -3.071, -1.390)  -0.057
C (-1.875, -2.452, -1.346)  -0.250
O (-1.818, -1.418, -2.357)  -0.138
H (-3.475, -3.294, -2.438)  0.086
H (-4.074, -2.418, -1.047)  0.061
H (-3.414, -4.009, -0.854)  0.079
H (-1.096, -3.187, -1.547)  0.104
H (-1.724, -1.923, -0.405)  0.089
H (-2.665, -0.979, -2.459)  0.044
C (4.476, -3.611, 0.848)  -0.069
C (5.705, -3.559, 0.009)  -0.358
O (6.389, -4.801, 0.081)  -0.066
H (4.638, -3.989, 1.857)  0.097
H (3.725, -4.221, 0.346)  0.062
H (4.172, -2.565, 0.836)  0.064
H (6.354, -2.734, 0.302)  0.100
H (5.620, -3.320, -1.051)  0.095
H (7.314, -4.670, -0.140)  0.084
C (-5.099, -1.395, 3.037)  -0.036
C (-4.745, -2.573, 2.029)  -0.248
O (-3.359, -2.810, 2.190)  -0.113
H (-4.699, -0.447, 2.675)  0.046
H (-4.654, -1.552, 4.020)  0.067
H (-6.169, -1.239, 3.181)  0.075
H (-4.982, -2.329, 0.993)  0.085
H (-5.266, -3.479, 2.337)  0.114
H (-3.186, -3.619, 1.704)  0.091

## Properties
- multiplicity = 1
- total charge = +1
- DFT total energy (eV) = -72567.568


Record 3
# C22H41FN3O6

A 2-piece molecular cluster, C22H41FN3O6 overall in a non-equilibrium geometry (ωB97M-V/def2-TZVPD, the Open Molecules 2025 dataset).

Last column: Löwdin charge in e.
Atoms and positions in Å:
C (2.615, 2.414, 3.372)  -0.056
C (2.651, 0.884, 3.542)  -0.220
O (1.960, 0.286, 2.434)  -0.105
C (2.695, -0.686, 1.764)  -0.228
C (2.771, -0.619, 0.226)  -0.196
C (2.811, 0.708, -0.497)  -0.101
C (1.420, 1.397, -0.608)  -0.183
C (1.358, 2.785, 0.044)  -0.198
C (0.383, 3.802, -0.581)  -0.181
C (-1.095, 3.730, -0.119)  -0.187
C (-1.591, 2.357, 0.363)  -0.211
C (-3.105, 2.319, 0.620)  -0.155
C (-3.395, 1.371, 1.795)  -0.170
O (-2.571, 0.202, 1.745)  -0.038
C (-3.208, -0.826, 1.111)  -0.570
C (-3.078, -0.997, -0.389)  0.036
O (-3.832, -1.584, 1.713)  0.188
N (1.883, -1.690, -0.370)  0.172
C (1.855, -2.791, 0.648)  -0.193
C (0.603, -3.665, 0.674)  -0.103
C (0.545, -4.630, -0.504)  -0.433
C (-0.642, -4.529, -1.441)  -0.027
N (1.450, -5.478, -0.636)  0.157
C (1.961, -2.090, 2.043)  -0.246
N (0.744, -2.045, 2.808)  0.078
H (3.139, 2.656, 2.451)  0.068
H (3.108, 2.848, 4.240)  0.085
H (1.566, 2.695, 3.318)  0.075
H (2.137, 0.647, 4.477)  0.120
H (3.689, 0.560, 3.626)  0.120
H (3.717, -0.875, 2.092)  0.152
H (3.765, -1.037, 0.030)  0.159
H (3.169, 0.544, -1.513)  0.123
H (3.480, 1.378, 0.042)  0.124
H (0.687, 0.714, -0.175)  0.093
H (1.174, 1.532, -1.658)  0.098
H (1.164, 2.717, 1.111)  0.082
H (2.354, 3.220, -0.089)  0.112
H (0.462, 3.829, -1.670)  0.106
H (0.748, 4.779, -0.255)  0.106
H (-1.791, 4.103, -0.874)  0.109
H (-1.201, 4.419, 0.726)  0.113
H (-1.370, 1.649, -0.436)  0.080
H (-1.022, 2.079, 1.247)  0.111
H (-3.448, 3.335, 0.829)  0.118
H (-3.670, 1.973, -0.250)  0.108
H (-3.127, 1.911, 2.704)  0.130
H (-4.456, 1.139, 1.895)  0.133
H (-2.744, -2.005, -0.601)  0.073
H (-2.332, -0.329, -0.828)  0.050
H (-4.049, -0.805, -0.837)  0.101
H (2.493, -2.080, -1.089)  0.187
H (0.994, -1.407, -0.801)  0.153
H (2.651, -3.513, 0.482)  0.152
H (-0.305, -3.060, 0.671)  0.109
H (0.545, -4.272, 1.572)  0.139
H (-0.634, -3.542, -1.915)  0.071
H (-1.581, -4.608, -0.887)  0.087
H (-0.646, -5.333, -2.173)  0.081
H (1.261, -6.042, -1.465)  0.066
H (2.581, -2.775, 2.629)  0.153
H (0.003, -1.531, 2.346)  0.085
H (0.924, -1.666, 3.727)  0.095
C (-2.490, 1.299, -4.083)  -0.028
C (-2.154, 0.237, -5.098)  -0.303
O (-0.858, -0.183, -4.682)  0.155
C (-0.798, 0.019, -3.345)  -0.539
O (0.031, -0.456, -2.629)  0.133
O (-1.796, 0.823, -2.920)  0.049
F (-2.073, 0.746, -6.343)  0.099
H (-2.098, 2.277, -4.364)  0.152
H (-3.557, 1.385, -3.897)  0.147
H (-2.829, -0.620, -5.099)  0.179

## Properties
- multiplicity = 1
- total charge = +1
- DFT total energy (eV) = -42944.821